53
Properties=species:S:1:pos:R:3:lowdin_charge:R:1 method="wB97M-V/def2-TZVPD" charge=+1 molar_mass_g_mol=719.6 de_lowest_ev=0.000 homo_ev=-10.52 orbital_gap_ev=7.0461
Ir -0.285 -0.752 -0.048 1.190
Br 5.274 3.991 0.883 0.766
C 4.022 2.579 0.926 -0.701
C 3.920 1.773 2.074 -0.101
C 3.001 0.761 2.136 -0.011
C 2.113 0.493 1.063 -0.344
O 1.228 -0.443 1.252 -0.220
C 2.261 1.279 -0.117 -0.127
C 1.509 1.119 -1.331 -0.061
N 0.585 0.249 -1.551 -0.072
C -0.193 0.268 -2.753 -0.177
C 0.178 0.819 -3.943 0.016
C -0.728 0.828 -5.030 -0.037
C -1.969 0.273 -4.917 -0.006
C -2.359 -0.351 -3.706 -0.133
C -3.600 -1.006 -3.520 0.023
C -3.867 -1.631 -2.338 -0.015
C -2.907 -1.596 -1.309 -0.078
N -1.766 -0.964 -1.442 -0.075
C -1.462 -0.348 -2.633 -0.140
C 3.218 2.327 -0.143 -0.085
H 4.577 1.960 2.914 0.111
H 2.917 0.138 3.016 0.127
H 1.706 1.851 -2.109 0.136
H 1.167 1.235 -4.078 0.121
H -0.420 1.281 -5.962 0.117
H -2.661 0.289 -5.749 0.124
H -4.322 -1.014 -4.327 0.130
H -4.797 -2.156 -2.173 0.117
H -3.070 -2.088 -0.359 0.120
H 3.304 2.932 -1.038 0.115
O -1.358 -1.442 1.543 -0.279
N -0.763 -2.495 2.158 -0.179
C -1.039 -2.698 3.458 0.004
C -0.515 -3.786 4.101 -0.030
C 0.304 -4.665 3.387 -0.035
C 0.573 -4.425 2.060 -0.054
C 0.023 -3.307 1.433 -0.592
S 0.262 -2.911 -0.242 0.736
H -1.683 -1.957 3.908 0.146
H -0.740 -3.942 5.145 0.118
H 0.740 -5.523 3.880 0.121
H 1.212 -5.076 1.480 0.120
N 0.079 2.770 2.526 0.040
C -0.320 3.481 1.314 -0.127
C -0.792 2.491 0.264 -0.495
O -0.933 2.719 -0.900 0.141
O -1.066 1.263 0.789 -0.018
H -0.090 3.315 3.359 0.099
H 1.065 2.528 2.506 0.073
H -0.824 1.335 1.751 0.106
H 0.457 4.099 0.862 0.134
H -1.171 4.128 1.532 0.141

7
Properties=species:S:1:pos:R:3:lowdin_charge:R:1 method="wB97M-V/def2-TZVPD" molar_mass_g_mol=70.0 de_lowest_ev=2.604 smiles="O=CC#CO" homo_ev=-9.56 orbital_gap_ev=9.6369
C -0.544 0.187 -0.559 0.049
C 0.279 -0.372 0.292 -0.115
C -1.677 0.199 -1.353 -0.344
O -2.357 -0.813 -1.342 0.044
O 1.129 -0.501 1.233 0.119
H -1.634 1.088 -1.971 0.109
H 0.699 -1.156 1.790 0.137